{
  "formula": "C24H29N3O5S",
  "method": "ωB97M-V/def2-TZVPD",
  "symbols": ["H", "C", "H", "C", "H", "H", "C", "C", "H", "N", "C", "C", "H", "C", "O", "C", "C", "C", "C", "C", "H", "H", "N", "H", "H", "H", "C", "C", "H", "H", "H", "H", "H", "C", "H", "O", "H", "N", "H", "C", "H", "H", "O", "O", "C", "C", "H", "H", "C", "S", "C", "H", "H", "H", "C", "H", "C", "H", "H", "C", "C", "O"],
  "coordinates": [[3.40149, -2.07201, -0.65291], [-3.33608, 0.72751, 2.62142], [-2.98842, 5.32932, 2.63384], [2.68398, -3.19296, -2.32726], [-0.14635, 2.84677, 1.47050], [1.98263, -3.55695, -4.27640], [1.83645, -3.03460, -3.34266], [-1.08254, 4.48393, 3.26316], [-1.52438, 3.47903, 3.32000], [-1.56223, -0.77443, -0.26143], [4.29716, -4.80579, -1.31804], [0.64231, -2.12617, -3.28915], [-5.47657, 1.99356, 3.95038], [6.09445, -5.73904, -2.60584], [-4.00367, 3.05201, 2.93783], [-0.55717, -2.69749, -1.25079], [-2.92586, 2.39665, 0.96062], [-1.24309, -2.07684, -0.03637], [-1.93603, 5.38181, 2.35926], [-4.68298, 2.72397, 4.12962], [-1.35419, -3.02601, -1.92625], [-3.99520, 2.34133, 4.89111], [-1.83724, 4.97895, 0.97701], [2.08647, -3.17679, -0.27099], [-3.73255, 0.41718, 3.57462], [3.76324, -4.74387, -0.38170], [-2.31195, 1.45829, 0.16205], [3.85893, -4.07322, -2.41975], [-0.01470, -3.59473, -0.92359], [-1.23496, -0.41378, -1.15238], [-1.94888, 1.77760, -0.80259], [-5.12330, 3.65670, 4.47677], [0.01300, 5.73980, 0.45859], [-3.44917, 2.05474, 2.20812], [1.91675, -0.51224, -1.74660], [-2.74139, 3.97618, -1.09500], [-0.21439, -2.60221, -3.77352], [0.25906, -1.71724, -1.94638], [-1.01376, 4.90600, 4.26710], [-0.48642, 4.76583, 0.51636], [-1.58451, 6.41704, 2.43919], [0.86894, -1.21356, -3.85906], [-1.48331, -2.69959, 0.97324], [0.24480, 4.38262, 2.79236], [5.67624, -5.00826, -3.70534], [-2.19114, 0.13514, 0.58352], [6.95816, -6.38325, -2.67747], [-2.63345, -1.23706, 2.16244], [5.40017, -5.63389, -1.41292], [-3.05074, 4.07047, 0.30376], [-2.71524, -0.21700, 1.82485], [-0.54914, 4.33219, -0.48055], [6.21758, -5.07736, -4.63777], [4.26432, -3.60281, -4.47040], [4.57065, -4.18449, -3.61349], [5.71980, -6.19983, -0.54991], [1.44695, -1.33258, -1.19647], [1.34001, 3.81075, 1.20948], [1.13936, -0.95715, -0.21700], [2.45575, -2.47348, -1.02306], [0.28452, 3.86120, 1.48211], [-4.29214, 4.66013, 0.69369]],
  "smiles": "COc1ccc(NC(=O)CN2CC=C(c3ccccc3)CC2)cc1S(=O)(=O)N1CCOCC1",
  "e_above_lowest_kj_mol": 290.23,
  "largest_force_ev_per_a": 1.07
}



{
  "formula": "C24H29N3O9",
  "method": "ωB97M-V/def2-TZVPD",
  "symbols": ["H", "C", "H", "O", "C", "N", "C", "C", "H", "O", "H", "H", "C", "H", "C", "H", "H", "C", "C", "H", "H", "H", "H", "C", "O", "C", "H", "H", "H", "C", "H", "O", "H", "C", "H", "O", "C", "C", "H", "H", "H", "H", "C", "C", "O", "C", "C", "H", "O", "H", "H", "H", "C", "H", "C", "C", "N", "O", "O", "C", "H", "C", "N", "C", "H"],
  "coordinates": [[-2.57205, -2.28592, -3.32852], [3.01291, 5.36974, 0.06442], [-3.27477, -2.35493, 0.45301], [2.02427, 6.05232, -0.13885], [-5.04039, -1.81294, -3.86949], [-0.92808, -0.99737, -3.31093], [-1.15579, -3.09248, -1.21783], [3.69274, 3.24453, 1.16372], [-1.16503, -0.82459, -6.64076], [0.64620, -2.70012, 5.49377], [3.28970, 2.56196, 4.29802], [-6.09089, -1.68568, -4.13709], [-1.65025, -0.94789, -5.67384], [-4.49571, -2.15728, -4.75046], [-3.27065, -0.28844, -2.92962], [3.70321, -0.62838, 2.38711], [1.19500, 3.75289, -1.07893], [0.93455, 0.82470, 6.03739], [-2.23450, -1.41641, -2.76808], [-1.74629, -4.01441, 0.65835], [-2.07473, -1.94626, -5.61205], [-1.61026, -1.03241, -0.73535], [-0.96039, 1.24458, -1.98159], [-3.42859, -2.12742, -0.60137], [0.51492, -0.40424, -4.88656], [1.14352, -0.47425, 5.52435], [1.52893, 2.89903, 5.99904], [2.33901, -1.61581, 4.12244], [-5.09189, 0.27559, -3.46321], [2.84814, 3.93147, 0.28277], [-3.92675, -2.97249, -1.07555], [-0.48629, -1.39894, 6.82745], [-0.09651, -4.38302, 0.14108], [-2.07635, -1.84831, -1.28620], [2.42380, 0.10716, 0.83550], [-2.97348, 0.85532, -2.62026], [2.91631, 0.44117, 4.08525], [2.14294, -0.63228, 4.54121], [4.47783, 3.78058, 1.68905], [-1.61025, -3.90653, -1.78421], [-4.07273, -1.24886, -0.63851], [-0.46695, -2.78041, 0.80781], [3.53922, 1.88104, 1.40840], [1.84947, 3.21816, -0.39136], [0.73577, -0.10676, -1.05736], [2.69207, 1.71602, 4.62608], [1.70089, 1.90694, 5.59147], [-0.19706, -2.85806, -1.68104], [4.39982, 1.34437, 2.33699], [-2.42613, -0.19350, -5.57086], [4.14672, 6.82322, -0.08522], [-4.97336, -2.56710, -3.08460], [2.55016, 1.17499, 0.69648], [0.17410, 1.00360, 6.79347], [-0.61179, -0.76036, -4.58413], [-0.85140, -3.59821, 0.19665], [-4.49585, -0.53719, -3.40457], [-0.31461, 1.84620, -1.56703], [4.26273, 5.87930, 0.09995], [1.70204, 1.83349, -0.21853], [-0.16827, -0.86907, -2.65110], [0.67018, 1.11167, -0.98645], [0.39030, -1.58759, 5.97469], [4.00582, 0.17189, 3.06846], [4.88471, -0.19607, 3.60713]],
  "smiles": "O=C(O)c1cc(OCc2cccc([N+](=O)[O-])c2)cc(C(=O)O)c1.CC[C@H](C)[C@H](NC(C)=O)C(=O)NC",
  "e_above_lowest_kj_mol": 184.77,
  "largest_force_ev_per_a": 3.37
}



{
  "formula": "C24H29N4O3PRu",
  "method": "ωB97M-V/def2-TZVPD",
  "symbols": ["H", "H", "H", "C", "O", "C", "H", "C", "C", "H", "H", "C", "H", "H", "H", "C", "C", "H", "H", "C", "N", "N", "C", "H", "C", "C", "C", "H", "H", "Ru", "H", "C", "H", "C", "C", "H", "N", "O", "H", "C", "H", "H", "H", "H", "H", "H", "C", "P", "H", "O", "H", "C", "H", "H", "N", "C", "C", "H", "C", "C", "C", "C"],
  "coordinates": [[-3.74213, 1.60289, 0.10919], [0.57912, 2.57675, 0.55015], [1.63788, -4.99587, -2.22044], [5.51625, 1.99984, -1.68924], [3.03412, -2.64660, 3.71064], [-1.29671, 2.71286, -0.52440], [-4.59647, 0.36335, 3.52910], [1.40926, -3.65035, -0.58101], [2.29218, -1.68263, -2.35085], [-4.25959, -0.86246, -0.60560], [-4.95974, -1.31289, 3.05870], [-1.56717, 1.16358, -2.35669], [5.86442, 3.28449, -3.36709], [-5.81644, -0.75206, 0.19473], [-5.32928, 1.67180, 0.84978], [2.14796, -2.99477, -2.77807], [1.72315, -3.97315, -1.89267], [2.65777, -0.92139, -3.02727], [1.60210, 1.09289, 3.87339], [2.37062, -1.73804, 3.35292], [1.66144, -0.90188, 4.14798], [-1.90727, -0.60307, 0.66326], [4.57315, 1.29508, -0.96389], [-2.70495, -1.14065, 2.41773], [-4.76740, -0.98572, 0.34961], [-4.29334, 1.40129, 1.02295], [3.24908, 1.28315, -1.39931], [4.85356, 0.76492, -0.06449], [0.00715, -0.26902, -2.64576], [0.30300, 0.09323, 1.40927], [-1.65800, 3.55660, 0.04233], [1.52595, -2.33395, -0.14881], [-3.90714, 2.03725, 1.81438], [-2.03513, 2.23093, -1.60024], [1.97683, -1.34555, -1.03839], [-2.22797, -0.06545, -0.14731], [1.00260, 0.27290, 3.71297], [0.16883, -2.29096, 1.84383], [3.52664, 3.20062, -4.15520], [-0.08277, 2.12067, -0.20379], [1.79975, -1.03101, 5.14865], [0.14569, 0.38886, 4.26427], [2.36865, -3.25110, -3.80466], [-2.96780, 2.70207, -1.86842], [-2.14294, 0.81440, -3.19910], [1.83294, 1.97950, -2.86514], [-4.98717, -0.27286, 2.73852], [2.02174, 0.37084, -0.42889], [1.07685, -4.41281, 0.10351], [2.25915, -1.43919, 1.95862], [6.54069, 2.02135, -1.35478], [1.20571, -1.99289, 1.26728], [-4.70519, -2.02569, 0.66078], [-6.02671, -0.00226, 2.57240], [-2.79485, -0.39823, 1.72786], [3.81965, 2.67334, -3.26034], [0.39939, 1.03827, -0.98031], [-1.81038, -1.59394, 0.39997], [5.13762, 2.69815, -2.82774], [-4.20864, -0.06380, 1.44408], [-0.35882, 0.55439, -2.04836], [2.86312, 1.98401, -2.54061]],
  "largest_force_ev_per_a": 2.42,
  "total_energy_ha": -1812.25480,
  "total_charge": 2
}



{
  "formula": "C24H29N7O4S2",
  "method": "ωB97M-V/def2-TZVPD",
  "symbols": ["C", "H", "O", "O", "C", "H", "H", "C", "N", "N", "C", "H", "N", "H", "H", "S", "H", "H", "C", "H", "C", "H", "H", "C", "S", "H", "C", "C", "H", "H", "H", "C", "C", "N", "H", "N", "H", "C", "C", "H", "C", "C", "O", "H", "H", "C", "O", "H", "C", "H", "H", "C", "H", "C", "C", "H", "H", "C", "H", "H", "H", "C", "N", "C", "N", "C"],
  "coordinates": [[1.19386, 3.44071, -1.45706], [3.82701, -0.46472, 2.65299], [1.11752, 0.59311, -0.99010], [6.16850, -1.02870, 1.74551], [4.93752, -1.59358, -1.82232], [2.49911, -1.66597, 0.27479], [2.30307, -3.44539, 0.20632], [-1.24343, 0.66272, -0.89910], [5.18496, -1.76567, -0.40938], [0.80993, 2.72813, 1.46344], [2.89308, -2.60033, -0.15356], [-0.56861, 1.27056, 2.21817], [-4.95220, -1.25260, -0.42896], [-0.75203, 3.03683, -1.61122], [-5.55947, 0.41924, 1.64155], [1.02117, 4.79272, -2.37928], [-6.09483, -2.97076, -0.46162], [4.53032, -2.70495, 1.29467], [2.74862, 2.22436, 0.07057], [-4.61268, -4.32325, 1.01684], [-1.35726, -0.72991, -0.97555], [4.71244, -3.75835, -0.12989], [3.02511, -0.54960, -1.72320], [3.43679, -1.48774, -2.11871], [5.71825, -0.49206, 0.49637], [-7.28968, 0.53334, 1.30086], [3.93118, 1.50190, -0.08528], [3.51007, 0.28735, 1.94957], [-3.52832, -2.94055, 1.20134], [3.16022, 3.68153, -1.30950], [4.56612, 1.66888, -0.94125], [-0.37172, 2.28849, 1.95411], [-2.40403, 1.39440, -0.63301], [2.39880, 3.14289, -0.91541], [-6.13627, 0.40199, -0.84996], [0.10897, 2.61645, -1.28352], [5.34754, -2.46642, -2.34451], [-6.41630, -0.10999, 1.23290], [0.08807, 1.24378, -1.05322], [-4.48354, -3.15687, -1.14162], [4.36988, -2.77730, 0.22009], [-4.55726, -3.23776, 1.01763], [6.62253, 0.25786, -0.32204], [-0.46430, -1.30436, -1.17406], [-4.46448, 1.38169, -0.23078], [1.98038, 1.99818, 1.22545], [2.73744, -2.57912, -1.55405], [1.76558, 0.88745, 3.03632], [-5.04729, -2.69416, -0.32568], [-5.17091, -2.86125, 1.83136], [-7.00525, -1.10183, -0.58454], [-3.61267, 0.76527, -0.46129], [-0.92666, 5.31963, 1.47236], [-6.16876, -0.49518, -0.22696], [2.36671, 1.03601, 2.15218], [-2.58524, -2.43461, -0.89996], [3.25652, -1.53950, -3.19363], [-2.56378, -1.36158, -0.81506], [-6.59514, -0.99449, 1.83839], [5.47628, -0.70227, -2.14012], [-2.37134, 2.46711, -0.50822], [4.28057, 0.53531, 0.82893], [0.70384, 4.03956, 1.20418], [-3.74443, -0.63480, -0.55909], [-1.22702, 3.27623, 2.01379], [-0.52307, 4.33193, 1.55200]],
  "smiles": "CCN(CC)c1ccc(C(=O)NC(=S)Nc2cc(S(=O)(=O)N3CCOCC3)ccc2-n2cncn2)cc1",
  "e_above_lowest_kj_mol": 11.91,
  "largest_force_ev_per_a": 1.05
}